No. 1
The following is a quantum chemistry calculation of a structure of composition C9H13N3, from the OMol25 dataset.

Electronic energy ... -514.88068 Ha
Relative energy (zero: lowest compared OMol25 entry of this formula, charge and spin) ... 59.8 kcal/mol
Net charge ... 0

Structure (XYZ):
```
25
Properties=species:S:1:pos:R:3:forces:R:3
C -1.029 -0.024 -2.320 0.2 0.0 0.0
C -1.964 0.425 -1.361 0.0 -0.1 0.2
C 0.090 -0.436 -1.655 0.0 -0.1 -0.3
C -1.403 0.273 -0.125 -0.4 0.1 0.0
C 0.268 -1.529 1.915 -0.5 0.1 -0.1
C 0.703 -0.655 0.728 1.9 3.7 2.4
C 1.377 -0.954 -2.185 0.0 -0.1 0.0
C -1.931 0.700 1.199 0.2 0.0 0.0
C 1.716 0.926 1.376 -2.1 -3.1 -1.3
N 1.461 -2.303 1.565 0.5 -0.4 0.1
N 1.764 -1.619 0.560 0.3 -0.6 -0.3
N -0.144 -0.268 -0.304 -0.3 -0.2 -0.6
H -1.168 -0.034 -3.382 0.1 0.0 -0.2
H -2.941 0.814 -1.564 -0.2 0.1 0.1
H 0.288 -1.119 2.923 0.0 0.1 0.0
H -0.643 -2.104 1.753 0.0 0.0 0.0
H 2.161 -0.202 -2.089 0.1 0.0 0.0
H 1.700 -1.834 -1.634 0.1 0.0 -0.3
H 1.266 -1.203 -3.236 0.0 0.0 -0.1
H -1.740 -0.031 1.982 -0.1 0.0 0.1
H -1.474 1.645 1.505 0.0 0.0 0.1
H -3.004 0.853 1.124 -0.1 0.0 0.0
H 1.528 0.972 2.435 0.0 0.1 0.3
H 1.286 1.736 0.812 -0.1 0.3 -0.1
H 2.736 0.703 1.119 0.3 0.0 0.0
```
Forces are in eV/Å.

***

No. 2
The following is a quantum chemistry calculation of a structure of composition C37H24BrF3N5OPdS2, from the OMol25 dataset.

Electronic energy ... -5571.01176 Ha
Relative energy (zero: lowest compared OMol25 entry of this formula, charge and spin) ... 0.0 kcal/mol
Net charge ... +1

Structure (XYZ):
```
74
Properties=species:S:1:pos:R:3:forces:R:3
Pd 0.936 -0.551 -0.555 0.5 0.0 0.3
F -1.659 -3.584 -4.564 -0.1 0.0 0.1
C -0.425 -3.386 -5.042 0.0 0.0 0.0
F -0.118 -4.443 -5.800 0.1 -0.1 -0.1
F -0.466 -2.318 -5.844 0.0 0.1 -0.1
C 0.582 -3.206 -3.926 0.1 -0.1 0.0
C 1.686 -4.028 -3.881 -0.1 0.0 0.0
C 2.629 -3.844 -2.879 0.0 0.0 0.0
C 2.401 -2.859 -1.953 0.0 0.0 0.0
N 1.325 -2.061 -1.956 -0.3 0.0 -0.1
C 0.422 -2.203 -2.951 -0.1 0.1 0.0
S -0.944 -1.126 -3.033 0.0 -0.1 -0.1
H 1.812 -4.796 -4.630 0.0 0.0 0.0
H 3.517 -4.456 -2.820 0.0 0.0 0.0
H 3.102 -2.690 -1.152 0.0 0.0 0.0
N -0.116 3.118 9.019 0.0 0.0 0.0
C 0.053 2.725 7.953 0.0 0.0 0.0
C 0.269 2.235 6.617 0.0 0.0 0.0
C 0.914 3.035 5.677 0.0 0.0 0.0
C 1.129 2.551 4.399 0.0 0.0 0.0
C 0.707 1.273 4.034 0.0 0.0 0.0
C 0.051 0.491 4.982 0.0 0.0 0.0
C -0.165 0.959 6.267 0.0 0.0 0.0
C 0.942 0.763 2.651 -0.1 0.1 -0.1
C 0.267 1.431 1.581 0.0 -0.1 -0.1
C -0.755 2.483 1.719 0.0 0.0 0.0
C -1.206 2.784 0.498 0.0 0.0 0.0
C -0.400 2.023 -0.501 0.0 0.1 -0.1
N 0.444 1.159 0.313 -0.1 -0.1 0.1
C 1.785 -0.306 2.444 -0.1 0.0 0.2
C 2.567 -0.886 3.561 0.0 0.0 0.0
C 3.293 -1.890 3.097 0.1 -0.1 0.0
C 2.981 -2.032 1.628 -0.2 0.1 -0.1
N 2.048 -0.993 1.304 0.1 0.1 -0.1
H 1.249 4.024 5.956 0.0 0.0 0.0
H 1.641 3.170 3.671 0.0 0.0 0.0
H -0.298 -0.496 4.704 0.0 0.0 0.0
H -0.674 0.347 6.999 0.0 0.0 0.0
H -1.085 2.895 2.659 0.0 0.0 0.0
H -1.969 3.504 0.240 0.0 0.0 0.0
H 0.260 2.758 -0.992 0.0 0.0 0.0
H 2.547 -0.516 4.574 0.0 0.0 0.0
H 3.976 -2.533 3.632 0.0 0.0 0.0
H 4.069 -0.894 0.258 0.0 0.0 0.0
C -8.104 4.375 -4.012 -0.1 -0.1 0.0
C -6.872 3.673 -3.512 0.3 0.4 0.1
O -6.697 3.324 -2.380 -0.1 -0.2 0.0
S -5.596 3.553 -4.781 -0.1 -0.1 0.0
C -4.277 2.852 -3.832 0.0 0.0 0.0
C -4.373 1.563 -3.326 0.0 0.0 0.0
C -3.328 1.032 -2.588 0.0 0.0 0.0
C -2.168 1.770 -2.364 0.0 0.0 0.0
C -2.081 3.064 -2.876 0.0 0.0 0.0
C -3.130 3.603 -3.602 0.0 0.0 0.0
C -1.052 1.191 -1.583 -0.1 0.0 -0.1
C -0.467 0.005 -1.786 0.2 0.1 0.2
H -8.969 4.014 -3.459 0.0 0.0 0.0
H -8.246 4.229 -5.082 0.0 0.0 0.0
H -7.993 5.444 -3.822 0.0 0.0 0.0
H -5.271 0.985 -3.494 0.0 0.0 0.0
H -3.421 0.040 -2.163 0.0 0.0 0.0
H -1.186 3.653 -2.717 0.0 0.0 0.0
H -3.063 4.611 -3.992 0.0 0.0 0.0
Br 0.665 -3.646 1.043 0.0 -0.1 0.1
C 2.500 -3.449 1.318 0.0 0.1 0.0
C 3.282 -4.543 1.374 -0.1 0.0 0.0
C 4.694 -4.567 1.623 0.0 0.1 0.0
C 5.619 -3.593 1.416 0.1 -0.1 0.0
C 5.341 -2.350 0.802 0.0 0.1 -0.1
N 4.192 -1.753 0.787 0.0 -0.1 0.0
H 2.798 -5.507 1.282 0.0 0.0 0.0
H 5.083 -5.527 1.945 0.0 0.0 0.0
H 6.663 -3.832 1.563 0.0 0.0 0.0
H 6.133 -1.844 0.258 0.0 0.0 0.0
```
Forces are in eV/Å.

***

No. 3
The following is a quantum chemistry calculation of a cluster of 2 separate species, C22H48O3P in total, from the OMol25 dataset.

Electronic energy ... -1433.74455 Ha
Net charge ... +1

Structure (XYZ):
```
74
Properties=species:S:1:pos:R:3:forces:R:3
C 0.748 4.353 -2.689 0.2 0.3 0.9
C 0.672 4.620 -1.044 -0.7 -1.2 -1.5
O 1.971 5.194 -0.663 -1.7 1.4 1.1
C 1.870 6.611 -0.280 -0.7 1.9 -1.1
C 2.017 7.656 -1.577 1.6 0.0 0.7
C 3.398 7.345 -2.467 -0.6 0.3 -0.2
O 2.956 7.038 0.665 -1.8 -3.4 1.6
C 2.878 6.257 1.919 -2.6 2.9 5.3
O 2.333 6.771 3.051 3.7 -3.3 -7.9
H 1.226 3.286 -2.842 -0.8 2.3 0.1
H -0.321 4.372 -3.187 2.2 0.0 1.0
H 1.464 5.214 -3.100 -1.7 -2.1 0.6
H 0.491 3.546 -0.561 0.7 2.4 -0.6
H -0.261 5.268 -0.763 2.0 -0.9 -0.4
H 0.832 6.881 0.216 2.0 -1.0 -0.7
H 1.065 7.657 -2.267 1.8 -0.1 1.6
H 2.214 8.723 -1.080 -0.9 -2.3 -1.2
H 4.258 8.062 -2.081 -1.8 -1.7 -0.9
H 3.720 6.222 -2.399 -0.6 2.2 0.0
H 3.153 7.580 -3.608 0.7 -0.4 2.5
H 3.347 5.164 1.991 -0.9 2.5 -0.7
C -2.754 -2.341 -3.302 0.0 0.1 -0.2
C -1.805 -3.352 -2.682 -0.2 -0.1 -0.2
C -2.321 -3.943 -1.372 0.4 -0.4 -0.4
C -2.227 -3.033 -0.144 -1.2 0.1 -0.1
P -0.661 -2.876 0.679 0.4 -0.9 0.2
C -0.034 -4.553 0.960 0.4 -0.4 -0.3
C -0.908 -5.627 1.602 -0.7 -0.3 0.1
C -1.152 -5.559 3.110 -0.1 0.1 0.2
C 0.103 -5.388 3.952 -0.1 -0.1 0.2
C -0.872 -2.194 2.301 -0.4 0.3 1.1
C -1.464 -0.816 2.549 -0.2 0.7 0.1
C -0.550 0.389 2.348 -0.1 0.3 0.0
C 0.860 0.235 2.894 0.1 0.1 0.0
C 0.650 -2.158 -0.278 1.3 0.2 -0.8
C 0.767 -0.698 -0.697 0.1 0.7 0.4
C -0.453 -0.050 -1.345 0.1 0.5 -0.2
C -0.307 0.123 -2.850 -0.2 0.1 -0.2
H -2.965 -1.509 -2.627 0.0 0.0 0.0
H -2.317 -1.930 -4.218 -0.1 0.0 0.2
H -3.704 -2.813 -3.570 0.1 0.1 0.1
H -0.824 -2.899 -2.541 0.1 0.0 0.0
H -1.663 -4.168 -3.399 0.0 0.0 0.1
H -1.776 -4.871 -1.178 -0.1 0.0 0.1
H -3.371 -4.231 -1.513 0.2 0.1 0.1
H -2.906 -3.459 0.606 0.2 0.1 0.2
H -2.650 -2.051 -0.364 0.1 0.1 0.0
H 0.916 -4.473 1.500 -0.1 0.2 0.0
H 0.242 -4.926 -0.034 0.0 0.2 0.0
H -0.438 -6.596 1.394 0.0 0.2 -0.1
H -1.886 -5.655 1.100 0.2 -0.1 0.0
H -1.645 -6.489 3.417 0.0 0.1 -0.2
H -1.868 -4.767 3.348 0.0 0.0 0.0
H 0.787 -6.231 3.810 0.0 0.1 0.0
H -0.164 -5.344 5.014 0.1 0.0 -0.2
H 0.636 -4.466 3.715 0.1 0.0 0.0
H 0.054 -2.318 2.870 0.1 -0.1 -0.2
H -1.588 -2.863 2.783 0.1 -0.4 -0.2
H -1.797 -0.790 3.595 0.0 -0.2 -0.2
H -2.367 -0.687 1.941 0.0 0.0 0.1
H -1.017 1.258 2.831 0.0 -0.2 -0.1
H -0.521 0.641 1.293 0.1 0.1 -0.2
H 0.850 0.119 3.982 0.1 -0.1 -0.1
H 1.447 1.129 2.656 -0.1 -0.2 0.1
H 1.386 -0.620 2.455 0.0 0.1 0.1
H 0.765 -2.767 -1.181 -0.3 -0.2 0.2
H 1.563 -2.364 0.296 -0.2 -0.2 0.1
H 1.630 -0.609 -1.370 -0.2 -0.2 0.1
H 1.057 -0.112 0.176 0.0 -0.1 0.0
H -0.590 0.953 -0.924 -0.1 -0.2 0.1
H -1.363 -0.599 -1.118 -0.1 -0.1 0.0
H 0.497 0.832 -3.080 -0.1 -0.2 0.0
H -1.233 0.521 -3.278 0.2 -0.1 0.0
H -0.076 -0.824 -3.345 0.0 0.1 0.0
```
Forces are in eV/Å.

***

No. 4
The following is a quantum chemistry calculation of a structure of composition C18H29ClNO2P2Zn, from the OMol25 dataset.

Electronic energy ... -3830.40838 Ha
Relative energy (zero: lowest compared OMol25 entry of this formula, charge and spin) ... 82.7 kcal/mol
Net charge ... +1

Structure (XYZ):
```
54
Properties=species:S:1:pos:R:3:forces:R:3
Zn 0.000 0.000 0.000 -0.1 1.0 0.4
P -2.256 0.427 -0.392 -0.5 -0.6 -0.1
C -2.120 0.817 -2.152 0.9 1.2 0.4
C -0.841 1.347 -2.643 -1.2 -0.7 0.5
N 0.249 1.067 -1.890 1.1 0.1 -1.0
C 1.474 1.461 -2.318 -0.6 -0.5 0.8
C 1.646 2.185 -3.500 -0.8 0.0 -0.1
C 0.515 2.492 -4.264 -0.2 -0.3 0.6
C -0.747 2.066 -3.836 0.8 0.2 -0.3
C 2.650 1.088 -1.419 -0.6 -0.5 0.1
P 2.251 -0.417 -0.334 2.4 0.1 -0.7
H -1.627 2.282 -4.423 -0.1 0.0 0.0
H 2.629 2.500 -3.819 0.0 0.0 0.0
H 0.617 3.049 -5.185 0.0 0.0 0.0
H 3.546 0.891 -2.009 0.0 0.0 0.0
H 2.863 1.936 -0.768 0.0 0.0 0.2
H -2.268 -1.215 -4.017 0.3 -2.4 -1.1
H -3.028 1.083 -2.672 -0.1 -0.2 -0.4
H -0.707 -3.658 -2.595 1.6 -1.0 2.1
O -2.047 -2.162 -4.333 -1.3 1.6 -0.1
H -2.719 -2.432 -5.027 1.1 0.8 1.3
H -0.277 -1.416 0.466 -0.5 -1.5 -0.3
O -0.186 -4.104 -1.818 -0.2 2.1 -1.6
H 0.563 -3.486 -1.577 -1.5 -0.9 -0.6
C 2.792 -1.819 -1.471 -0.4 0.6 0.6
H 3.827 -1.682 -1.782 0.0 0.1 0.1
H 2.710 -2.777 -0.956 0.0 0.1 0.1
H 2.165 -1.846 -2.363 -0.1 0.1 0.0
C 3.623 -0.349 0.952 -0.7 0.0 -0.5
H 3.608 -1.252 1.562 -0.1 0.0 -0.1
H 4.597 -0.269 0.470 -0.1 0.0 -0.1
H 3.481 0.514 1.602 -0.1 0.0 0.0
C -3.029 1.892 0.386 -0.1 0.0 -0.2
H -3.999 2.105 -0.062 -0.1 -0.1 -0.1
H -3.171 1.724 1.453 0.1 -0.1 0.0
H -2.393 2.769 0.264 0.0 -0.1 -0.1
C -3.416 -0.980 -0.235 -0.1 0.3 -0.1
H -3.625 -1.180 0.815 0.1 0.1 0.1
H -4.359 -0.765 -0.735 -0.1 0.1 0.0
H -2.992 -1.886 -0.667 0.2 0.1 0.0
Cl 0.533 4.045 3.094 0.0 -0.7 0.0
C 0.523 2.354 3.582 0.0 -0.8 0.5
C 0.714 2.052 4.937 -0.1 -0.1 -0.4
C 0.714 0.726 5.372 -0.1 0.0 -0.5
C 0.523 -0.306 4.454 0.0 0.4 0.0
C 0.327 -0.016 3.102 0.3 0.9 1.1
C 0.324 1.312 2.646 0.0 0.1 -0.1
C 0.115 1.624 1.184 1.3 0.7 0.6
H 0.863 2.848 5.656 0.0 0.0 -0.1
H 0.863 0.498 6.419 0.0 0.1 0.0
H 0.525 -1.335 4.791 0.0 0.0 0.0
H 0.186 -0.837 2.428 -0.1 -0.2 -0.4
H -0.657 2.374 1.132 -0.2 0.2 -0.3
H 1.026 2.140 0.822 -0.3 0.0 0.1
```
Forces are in eV/Å.